No. 1
# C6H13NO

2 unconnected molecules or ions with the total composition C6H13NO (ωB97M-V/def2-TZVPD, the Open Molecules 2025 dataset).

Results
- Structure (SMILES): C/C=C/C.CC(N)=O
- Energy relative to the best compared isomer or geometry (same formula, charge and spin): 170.36 kJ/mol
- Kohn-Sham gap: 9.5 eV

Geometry (Å):
C  1.72001  -0.72909  1.12642
C  0.73722  0.41452  1.19572
C  1.11136  1.67007  1.56232
C  0.14044  2.79824  1.77800
H  1.31416  -1.65802  1.56899
H  1.95189  -0.95489  0.08540
H  2.68959  -0.51563  1.62291
H  -0.32957  0.18352  1.14113
H  2.15917  1.91197  1.71354
H  -0.90466  2.46833  1.59711
H  0.31634  3.65483  1.10981
H  0.16504  3.18353  2.80707
C  -1.42197  -2.21848  -1.15270
C  -0.81964  -1.04910  -1.89383
N  -1.53797  -0.76627  -3.09487
O  0.15330  -0.42879  -1.46582
H  -2.34092  -2.59588  -1.62596
H  -1.60314  -1.93133  -0.10441
H  -0.65084  -3.02268  -1.11989
H  -1.92376  0.22348  -2.97277
H  -0.92604  -0.63833  -3.87820

No. 2
# C12H44F3N22O14S

12 unconnected molecules or ions with the total composition C12H44F3N22O14S (ωB97M-V/def2-TZVPD, the Open Molecules 2025 dataset).

Results
- Energy relative to the best compared isomer or geometry (same formula, charge and spin): 34.69 kJ/mol
- 2S+1: 2
- <S²>: 0.750
- Net charge: -2
- Kohn-Sham gap (spin up / spin down): 2.4 / 8.6 eV

Geometry (Å):
C  0.30774  1.10950  0.27149
F  -0.03354  1.90228  -0.68480
F  1.14505  1.73285  1.03141
F  -0.75817  0.75755  1.02798
S  1.07351  -0.52064  -0.51877
O  1.67746  -1.33371  0.57127
O  -0.07211  -1.21007  -1.17917
O  2.02142  -0.01527  -1.54749
C  -4.29321  -0.57596  0.65657
O  -5.20513  -0.16970  0.04742
N  -3.09418  -0.44297  0.30066
N  -4.36761  -1.27934  1.78875
H  -2.86420  0.08000  -0.53223
H  -2.47672  -1.04952  0.82118
H  -5.19970  -1.82717  1.95489
H  -3.49369  -1.60147  2.17939
C  -2.65670  -3.67337  -1.47640
O  -2.93866  -2.71937  -2.17887
N  -1.41816  -3.67105  -1.04212
N  -3.40648  -4.72598  -1.36741
H  -1.07733  -4.47873  -0.54054
H  -0.91145  -2.79815  -1.07938
H  -3.08709  -5.30459  -0.60366
H  -4.38872  -4.68787  -1.59948
C  0.62972  -5.01519  0.78457
O  1.09873  -5.36322  -0.22381
N  0.64941  -3.90129  1.39513
N  -0.26125  -5.81100  1.34222
H  0.10943  -3.63867  2.20726
H  1.38561  -3.35874  0.96647
H  -0.53730  -6.68933  0.92697
H  -0.71904  -5.67047  2.23148
C  -1.17575  -1.84270  3.74131
O  -1.54349  -2.75672  3.06187
N  -0.05403  -1.25615  3.47534
N  -1.89315  -1.39864  4.80067
H  0.31435  -0.65738  4.20050
H  0.39091  -1.53919  2.61393
H  -2.82174  -1.78695  4.88444
H  -1.65926  -0.67020  5.46004
C  5.20740  2.71838  -3.77008
O  5.99354  2.83728  -2.81680
N  4.07292  2.05647  -3.76669
N  5.39701  3.28606  -4.85177
H  3.40481  2.35072  -4.46465
H  3.90110  1.53779  -2.91725
H  6.20779  3.88570  -4.90813
H  4.82138  3.01670  -5.63675
C  4.43680  2.08775  3.15518
O  5.16987  1.63466  2.31723
N  4.57523  1.94038  4.43952
N  3.29486  2.75471  2.92920
H  5.46937  1.56044  4.71568
H  3.70175  2.00624  4.94231
H  2.71614  3.08951  3.68623
H  3.19157  3.26035  2.06100
C  -4.63089  1.94983  3.26096
O  -5.46730  1.10926  3.53041
N  -4.73528  3.30558  3.38086
N  -3.39449  1.65847  2.71166
H  -3.92455  3.81542  3.06011
H  -5.43873  3.84823  3.86126
H  -2.79779  2.41199  2.40141
H  -3.30284  0.68721  2.45018
C  0.51379  -0.72264  -4.67211
O  0.49619  -1.14153  -5.83404
N  1.04393  0.43703  -4.21390
N  0.02211  -1.41689  -3.73198
H  1.45829  1.08971  -4.86384
H  0.96876  0.59758  -3.21958
H  0.22897  -1.26088  -2.75578
H  -0.30285  -2.28494  -4.13321
C  5.49009  -0.58168  -1.59127
O  6.55217  -0.66798  -2.14965
N  5.20822  -0.56240  -0.35428
N  4.41945  -0.90182  -2.22172
H  5.93352  -0.31116  0.30217
H  4.28205  -0.81304  -0.03887
H  3.51633  -0.69672  -1.81871
H  4.42560  -1.08850  -3.21430
C  -1.21555  4.52825  1.98555
O  -2.15401  4.39629  2.72418
N  0.07143  4.54919  2.17514
N  -1.41956  4.48234  0.69206
H  0.56873  4.57379  1.29640
H  0.54396  4.46448  3.06375
H  -0.71200  4.62187  -0.01504
H  -2.34403  4.34119  0.31056
C  -3.12770  0.90938  -3.36744
O  -3.37152  1.78710  -4.16944
N  -3.67593  -0.27812  -3.50355
N  -2.23887  0.92197  -2.58339
H  -3.50109  -1.08382  -2.92013
H  -4.30292  -0.61239  -4.22136
H  -1.91427  -0.01566  -2.39478
H  -1.72822  1.78949  -2.50114

No. 3
# C4H6N2O

A single C4H6N2O molecule (ωB97M-V/def2-TZVPD, the Open Molecules 2025 dataset).

Results
- Structure (SMILES): Nc1cc[nH]c1O
- Energy relative to the best compared isomer or geometry (same formula, charge and spin): 232.02 kJ/mol
- Kohn-Sham gap: 8.3 eV

Geometry (Å):
N  -1.95018  0.40817  -0.21185
C  -0.50698  0.33821  -0.06881
C  0.61294  1.22011  -0.03801
C  1.72555  0.41822  0.06392
N  1.31721  -0.90871  0.08804
C  -0.03563  -0.93827  0.02317
O  -0.78250  -2.05247  -0.09555
H  -2.32760  1.27068  -0.60704
H  -1.67166  0.65965  0.84081
H  0.61387  2.30425  -0.05999
H  2.76995  0.67070  0.17557
H  1.90770  -1.72202  0.15163
H  -1.67267  -1.66851  -0.26190

No. 4
# C19H26N2O5

A single C19H26N2O5 molecule (ωB97M-V/def2-TZVPD, the Open Molecules 2025 dataset).

Results
- Structure (SMILES): CCCCCC[C@H]1C[C@H](CCC(=O)Nc2ccc([N+](=O)[O-])cc2)C(=O)O1
- Energy relative to the best compared isomer or geometry (same formula, charge and spin): 310.41 kJ/mol
- Kohn-Sham gap: 8.7 eV

Geometry (Å):
C  -6.82609  1.05997  5.88066
C  -5.64542  0.54921  5.06358
C  -4.37385  0.47103  5.90606
C  -3.18736  -0.14744  5.16640
C  -2.67043  0.72173  4.02135
C  -1.41427  0.12215  3.39381
C  -0.91044  0.94921  2.21641
C  -0.37228  2.33873  2.59285
C  0.75897  2.55297  1.59001
C  0.29937  3.31895  0.33752
C  1.20871  3.07243  -0.86728
C  0.82108  1.76190  -1.54268
O  -0.33342  1.41425  -1.63965
N  1.88405  1.07070  -2.05209
C  1.88503  -0.16568  -2.67894
C  0.71655  -0.80184  -3.10665
C  0.79063  -2.02030  -3.74503
C  2.02868  -2.61451  -3.96830
N  2.10249  -3.87786  -4.63957
O  1.06115  -4.39767  -4.98815
O  3.20357  -4.35763  -4.82584
C  3.19977  -1.99120  -3.54503
C  3.12449  -0.77584  -2.90647
C  1.14726  1.11726  1.24039
O  2.16961  0.77171  0.71069
O  0.19531  0.27260  1.60737
H  -7.02599  0.39689  6.71957
H  -6.61707  2.05296  6.27305
H  -7.72182  1.11544  5.26659
H  -5.87833  -0.44342  4.67190
H  -5.48669  1.21494  4.21372
H  -4.58174  -0.13251  6.79280
H  -4.10458  1.47358  6.24707
H  -2.37477  -0.30439  5.87982
H  -3.47561  -1.12534  4.77536
H  -2.45002  1.72126  4.40187
H  -3.43911  0.81691  3.25334
H  -0.62032  0.04733  4.14018
H  -1.62728  -0.88593  3.03470
H  -1.69739  1.02578  1.45439
H  0.01668  2.31801  3.61227
H  -1.14288  3.10304  2.52520
H  1.62656  3.05742  2.02161
H  0.26595  4.38336  0.57528
H  -0.70738  2.99748  0.06089
H  1.05505  3.86490  -1.60438
H  2.25628  3.06992  -0.56829
H  2.80074  1.39171  -1.76996
H  -0.23815  -0.33851  -2.92570
H  -0.10179  -2.52620  -4.08005
H  4.14786  -2.47429  -3.72458
H  4.02678  -0.28846  -2.56798

No. 5
# C4H9NS

A single C4H9NS molecule (ωB97M-V/def2-TZVPD, the Open Molecules 2025 dataset).

Results
- Structure (SMILES): C[C@@H]1[C@@H](N)[C@H]1S
- Energy relative to the best compared isomer or geometry (same formula, charge and spin): 287.17 kJ/mol
- Kohn-Sham gap: 9.6 eV

Geometry (Å):
C  -2.33629  -0.30011  -0.89901
C  -0.91584  -0.48164  -0.34541
C  -0.66609  0.39191  0.88005
N  -0.29552  -0.33398  2.11715
C  0.18830  0.52966  -0.52396
S  1.99818  0.12673  -0.57461
H  -2.34914  -0.38216  -2.04008
H  -2.66528  0.69821  -0.74033
H  -3.01564  -1.05294  -0.49402
H  -0.78443  -1.52283  0.19887
H  -1.31796  1.22145  0.86978
H  0.65681  -0.83880  1.84466
H  -0.01207  0.55382  2.80290
H  0.19261  1.41126  -1.11899
H  1.77241  -0.61680  -1.61916

No. 6
# C4H8S3

2 unconnected molecules or ions with the total composition C4H8S3 (ωB97M-V/def2-TZVPD, the Open Molecules 2025 dataset).

Results
- Energy relative to the best compared isomer or geometry (same formula, charge and spin): 126.92 kJ/mol
- 2S+1: 3
- <S²>: 2.008
- Kohn-Sham gap (spin up / spin down): 6.7 / 6.3 eV

Geometry (Å):
C  -2.58884  0.41286  0.12043
C  1.93414  0.63524  0.85566
C  1.02036  -0.92652  -1.00701
C  0.69646  0.10386  0.04090
S  -2.29115  1.16552  -1.20094
S  -3.77784  -0.44931  0.95517
S  -0.47477  -0.38623  1.29498
H  1.91295  1.76056  1.11369
H  2.15679  0.21733  1.77746
H  2.82212  0.61199  0.21941
H  0.23602  -1.84169  -0.88126
H  2.01510  -1.47477  -0.86392
H  0.99601  -0.61443  -2.02746
H  0.12839  1.06702  -0.43660
H  -4.78574  -0.28142  0.03948

Number 1: energy -9969.4087 eV, strongest force on any atom 2.54 eV/A. Number 2: energy -93598.9150 eV, strongest force on any atom 13.40 eV/A. Number 3: energy -9271.0971 eV, strongest force on any atom 4.10 eV/A. Number 4: energy -33341.6539 eV, strongest force on any atom 1.35 eV/A. Number 5: energy -16616.4782 eV, strongest force on any atom 4.52 eV/A. Number 6: energy -36778.7984 eV, strongest force on any atom 4.46 eV/A.